C33H41Cl2IrN2O2Te | ωB97M-V/def2-TZVPD

The geometry in XYZ format:
```
82
Properties=species:S:1:pos:R:3:lowdin_spin:R:1
Ir 0.4588 -0.4370 -0.4114 0.00
C 1.8776 1.0589 -0.3324 0.00
C 0.8797 1.3785 0.6407 0.00
C 0.8685 0.2549 1.6069 0.00
C 1.9062 -0.6144 1.1816 0.00
C 2.5675 -0.1327 0.0199 0.00
C 3.8366 -0.6883 -0.5999 0.00
C 4.8968 0.4070 -0.3843 0.00
C 4.3017 -1.9596 0.1103 0.00
C 3.6847 -0.9471 -2.0992 0.00
C 0.0359 -0.0481 2.8626 0.00
C -1.4635 -0.1598 2.5569 0.00
C 0.4594 -1.4101 3.4359 0.00
C 0.3122 0.9927 3.9576 0.00
C 0.3086 2.7875 0.7528 0.00
C 0.1887 3.4206 -0.6428 0.01
C 1.3912 3.5610 1.5338 0.00
C -1.0194 2.9595 1.4795 0.00
H 2.1389 1.6888 -1.1661 0.00
H 2.1657 -1.5289 1.6855 0.00
H 5.0213 0.6425 0.6751 0.00
H 4.6402 1.3285 -0.9123 0.00
H 5.8584 0.0607 -0.7661 0.00
H 4.5227 -1.7704 1.1640 0.00
H 5.2245 -2.3068 -0.3566 0.00
H 3.5613 -2.7517 0.0367 0.00
H 3.4034 -0.0411 -2.6408 0.00
H 2.9395 -1.7190 -2.2895 0.00
H 4.6420 -1.2846 -2.4998 0.00
H -1.6474 -0.9547 1.8306 0.00
H -1.8938 0.7558 2.1609 0.00
H -1.9939 -0.4096 3.4782 0.00
H 0.2998 -2.2205 2.7194 0.00
H -0.1536 -1.6227 4.3117 0.00
H 1.5023 -1.4211 3.7591 0.00
H -0.0689 1.9840 3.7270 0.00
H 1.3840 1.0801 4.1528 0.00
H -0.1648 0.6691 4.8840 0.00
H 1.1588 3.5841 -1.1154 0.00
H -0.2897 4.3963 -0.5545 0.00
H -0.4287 2.8076 -1.3062 0.02
H 2.3561 3.5257 1.0223 0.00
H 1.5251 3.1685 2.5419 0.00
H 1.0905 4.6071 1.6134 0.00
H -1.8254 2.4092 1.0074 0.00
H -1.2838 4.0183 1.4600 0.00
H -0.9707 2.6625 2.5220 0.00
Cl -2.8430 -7.5451 -0.1145 0.00
C -2.2892 -5.9105 -0.2524 0.00
C -3.2113 -4.8647 -0.1950 0.00
C -2.7896 -3.5628 -0.3070 0.00
Cl -3.9826 -2.3057 -0.1863 0.04
C -1.4286 -3.2082 -0.5049 0.00
O -1.1206 -1.9509 -0.6808 0.03
C -0.5239 -4.2956 -0.5243 0.00
C 0.9060 -4.0903 -0.6185 0.00
O 1.4463 -2.9983 -0.7075 0.00
C -0.9600 -5.6265 -0.4025 0.00
H -4.2630 -5.0761 -0.0549 0.00
H 1.5277 -5.0025 -0.5635 0.00
H -0.2287 -6.4258 -0.4211 0.00
Te -2.2672 0.5338 -1.4409 0.74
C -3.5337 2.1070 -0.8494 0.07
C -3.4334 3.3554 -1.4566 0.02
C -4.3035 4.3710 -1.0872 0.00
C -5.2729 4.1434 -0.1193 0.00
C -5.3734 2.8965 0.4798 0.00
C -4.5057 1.8739 0.1175 0.02
H -2.6856 3.5463 -2.2177 0.01
H -4.2281 5.3407 -1.5629 0.00
H -5.9516 4.9368 0.1641 0.00
H -6.1305 2.7131 1.2316 0.00
H -4.5892 0.9058 0.5985 0.00
N 0.1276 -1.5712 -3.2196 0.00
C 0.2103 -1.3624 -4.5382 0.00
C 0.6224 -0.0589 -4.7186 0.00
C 0.7658 0.4539 -3.4299 0.01
N 0.4758 -0.4788 -2.5222 0.02
H -0.1783 -2.3808 -2.6990 0.00
H -0.0367 -2.1395 -5.2423 0.00
H 0.7864 0.4533 -5.6502 0.00
H 1.0570 1.4426 -3.1178 0.00
```

## Properties
2S+1: 2
Relative energy (zero: lowest compared OMol25 entry of this formula, charge and spin): 28.56 kcal/mol
Kohn-Sham gap (spin up / spin down): 6.99 / 5.87 eV
Max |F|: 0.0278 hartree/bohr
Electronic energy: -2834.565588 a.u.
Total charge: +1
HOMO energy (spin up / spin down): -10.44 / -10.30 eV
<S²>: 0.755